{"formula": "C41H37N13O2PbS", "method": "ωB97M-V/def2-TZVPD", "symbols": ["C", "H", "H", "C", "H", "C", "N", "H", "H", "H", "H", "H", "C", "C", "C", "N", "C", "C", "H", "C", "H", "O", "C", "H", "C", "N", "C", "C", "C", "C", "H", "C", "H", "H", "S", "C", "C", "H", "N", "H", "N", "C", "C", "N", "C", "N", "C", "H", "H", "C", "N", "H", "C", "C", "C", "H", "H", "H", "H", "H", "H", "Pb", "N", "C", "C", "C", "N", "N", "C", "H", "C", "C", "H", "C", "C", "C", "O", "N", "H", "H", "H", "H", "N", "C", "H", "H", "C", "C", "H", "C", "H", "C", "C", "H", "H"], "xyz": [[-2.925, 1.281, -2.118], [0.216, 3.514, 4.096], [4.413, 2.806, 1.234], [4.970, 2.680, 0.314], [2.394, 4.326, -0.629], [-3.288, -1.124, 0.785], [-0.893, 1.977, 1.327], [6.908, 2.187, -3.004], [-6.826, -2.432, -0.536], [1.304, 7.899, 4.870], [-2.406, 4.863, -1.191], [-0.870, 0.818, -4.775], [0.420, -1.364, 3.182], [-2.236, -2.473, -0.792], [-1.415, 3.033, 0.690], [-0.248, 0.036, -4.875], [7.027, 2.750, -0.936], [-0.707, 5.844, 3.096], [1.624, -1.554, -4.997], [-1.366, 4.307, 1.238], [-5.308, -1.286, 0.987], [0.487, 0.366, -2.758], [0.893, -3.428, -0.330], [3.393, -0.082, 1.240], [-3.542, -2.842, -1.333], [-0.010, -2.604, -0.673], [0.614, -0.209, -3.848], [-1.685, 7.959, 3.620], [-2.577, 3.819, -1.424], [3.187, -3.812, 0.535], [0.953, 1.860, 4.992], [0.433, 7.535, 4.338], [4.462, 1.748, -2.915], [8.090, 2.946, -0.975], [2.560, 1.964, -0.856], [5.000, 2.079, -2.032], [-0.237, 3.391, 3.124], [1.306, 5.636, 3.846], [-0.599, 8.370, 4.266], [0.303, -2.296, 2.642], [1.585, -1.115, -4.093], [6.336, 2.921, 0.256], [-0.766, 4.501, 2.477], [1.122, -0.172, 5.095], [-3.693, -3.639, -2.470], [-2.252, 1.524, -1.002], [4.361, -3.316, 1.085], [2.715, -2.564, -3.096], [0.971, 3.611, -1.466], [0.428, 6.267, 3.777], [-2.185, -1.497, 0.213], [-5.071, -4.605, -3.786], [2.156, -2.930, 0.249], [-2.091, 2.788, -0.618], [0.197, 0.917, 3.188], [0.750, -4.504, -0.427], [-7.068, -3.840, -2.546], [-4.076, 2.129, -3.745], [6.862, 3.249, 1.142], [-2.513, 8.657, 3.587], [-1.791, 5.153, 0.718], [0.013, -0.110, -0.010], [-4.499, -1.575, 0.459], [0.769, 0.936, 4.460], [0.919, -1.327, 4.474], [4.319, 2.273, -0.837], [-3.267, 3.582, -2.530], [0.072, -0.250, 2.547], [6.362, 2.327, -2.081], [2.290, -1.127, -2.145], [4.461, -1.960, 1.338], [2.600, -1.481, -3.125], [3.072, -4.868, 0.328], [-3.471, 2.314, -2.865], [3.373, -1.147, 1.041], [-4.954, -3.988, -2.906], [2.093, 1.845, 0.578], [-1.174, -3.073, -1.210], [5.180, -3.984, 1.316], [5.359, -1.535, 1.763], [-0.079, -0.304, -5.805], [-3.236, -0.387, 1.579], [2.249, -1.614, 0.507], [-4.679, -2.404, -0.655], [3.565, -1.033, -3.367], [2.509, 3.819, -2.348], [2.057, 3.612, -1.380], [-0.318, 2.147, 2.520], [-2.804, -3.980, -2.982], [-1.788, 6.714, 3.016], [-3.020, 0.244, -2.423], [-5.952, -2.766, -1.081], [-6.081, -3.555, -2.206], [1.171, -2.232, 5.012], [-2.707, 6.423, 2.524]], "mulliken_charge": [-0.43, 0.75, 0.39, -0.42, 0.42, -0.72, 0.16, 0.43, 0.42, 0.38, 0.49, 0.22, -0.38, 0.15, 0.32, -0.46, -0.49, 0.28, 0.19, -0.96, 0.28, -0.43, -1.22, 0.74, 0.82, 1.16, 0.45, -0.45, -0.25, -0.90, 0.46, -0.45, 0.39, 0.42, 0.98, -0.50, -1.08, 0.47, -0.56, 0.52, -0.22, -0.72, 0.13, -0.56, -0.49, 0.34, -0.60, 0.36, 0.15, -0.52, -0.08, 0.44, 1.10, 0.14, -0.15, 0.42, 0.43, 0.44, 0.44, 0.38, 0.53, 2.05, 0.08, -0.27, -0.70, 0.45, -0.61, 0.41, -0.66, -0.16, -1.07, -0.43, 0.53, -0.61, -0.77, -0.82, -0.52, -1.55, 0.46, 0.52, 0.17, 0.53, 0.69, 0.37, 0.33, 0.49, -1.06, 0.57, 0.50, -0.48, 0.51, -0.97, -0.46, 0.44, 0.48], "spin_multiplicity": 1, "total_charge": 2, "relative_energy_kcal_mol": 6.8}

***

{"formula": "C41H38BrN8O6STi", "method": "ωB97M-V/def2-TZVPD", "symbols": ["H", "C", "O", "O", "C", "H", "H", "C", "H", "H", "H", "C", "C", "H", "H", "C", "C", "C", "H", "C", "H", "C", "H", "N", "C", "H", "H", "N", "C", "N", "H", "C", "H", "H", "H", "H", "H", "N", "C", "C", "H", "C", "C", "N", "C", "H", "C", "H", "O", "H", "H", "C", "C", "C", "H", "H", "C", "C", "C", "C", "O", "S", "N", "C", "Ti", "H", "C", "C", "O", "H", "C", "C", "H", "N", "C", "C", "H", "O", "H", "H", "C", "C", "Br", "H", "H", "C", "C", "H", "C", "H", "C", "N", "C", "H", "H", "C"], "xyz": [[6.034, 5.837, -1.998], [-3.586, -3.032, 1.584], [0.302, -1.598, -2.820], [-1.597, -1.015, -1.134], [3.108, 5.065, -3.474], [1.235, 1.995, 5.577], [-2.755, -0.065, 4.182], [2.627, 4.087, -2.587], [1.528, 4.359, 4.885], [-0.469, -3.257, -0.942], [-1.034, 2.501, -3.703], [1.253, 2.278, 4.535], [-0.648, -1.963, -3.711], [-4.687, -0.546, 5.668], [-0.189, -2.249, 2.467], [1.278, 3.016, 1.786], [-2.420, -0.949, -2.221], [-4.844, -2.524, 1.887], [-5.826, -4.945, 4.042], [1.338, 3.520, -2.866], [-0.932, -3.376, -6.765], [1.086, 1.691, 2.162], [2.524, 5.324, -4.346], [0.909, 0.546, 1.407], [-2.995, 2.600, -0.336], [0.698, 4.156, -3.469], [-5.186, -1.611, 1.427], [-1.151, 0.977, -2.264], [-5.177, -4.424, 3.354], [0.336, -1.981, 0.481], [1.605, 4.979, 2.524], [-3.767, 0.113, 3.854], [-3.468, -1.154, -1.932], [-3.319, -3.330, -6.131], [-3.615, -5.902, 3.473], [1.164, -1.828, -0.094], [-4.005, -2.215, -4.044], [0.984, -0.033, 3.555], [-3.942, -4.963, 3.049], [-1.231, -2.959, -5.816], [1.563, -2.456, 2.170], [-5.255, 0.896, 2.140], [-3.146, -4.242, 2.175], [-1.880, -4.437, 1.678], [4.610, 4.418, -1.251], [0.328, -4.119, 0.400], [0.763, 2.334, -2.537], [-7.034, -0.769, 5.984], [-1.642, -0.081, 1.652], [-3.567, 3.211, 0.374], [5.196, 4.179, -0.375], [-2.572, -2.911, -5.475], [-1.619, -3.380, 0.832], [-5.614, -3.224, 2.792], [-3.452, 2.665, -1.330], [-8.115, -0.639, 4.588], [-3.977, 0.628, 2.590], [3.400, 3.788, -1.457], [1.113, 1.338, 3.529], [0.663, -1.871, 1.890], [-1.308, 4.306, -0.664], [-2.542, 1.078, 1.624], [-2.359, 0.472, -2.694], [-2.009, -1.816, -3.405], [-1.010, 0.456, -0.311], [-1.274, -5.221, 1.856], [1.447, 3.946, 2.790], [0.859, -0.439, 2.261], [-0.677, 2.242, -0.103], [-6.585, -2.842, 3.072], [-7.315, -0.147, 5.137], [-0.302, -3.246, 0.137], [-7.707, 0.794, 5.520], [-2.922, 1.224, 0.086], [1.417, 3.590, 4.137], [-6.143, 0.114, 4.242], [0.780, -2.527, -5.187], [-2.039, 2.268, 2.265], [-2.513, 0.576, -3.703], [1.264, 3.318, 0.752], [-6.334, 0.649, 2.971], [-0.269, -2.494, -4.940], [1.670, 0.913, -1.557], [3.039, 3.086, -0.723], [0.968, -0.613, 4.379], [-0.544, 1.955, -2.897], [-4.849, -0.152, 4.675], [-0.185, -1.309, -2.007], [-1.542, 3.151, -0.377], [-5.395, 1.286, 1.142], [4.322, 5.678, -3.268], [-2.612, -2.550, 0.751], [-2.957, -2.310, -4.290], [4.681, 6.413, -3.972], [-7.333, 0.889, 2.635], [5.084, 5.353, -2.157]], "lowdin_spin": [0.00, 0.00, 0.00, -0.01, 0.01, 0.00, 0.00, 0.00, 0.00, 0.00, 0.00, 0.00, 0.00, 0.00, 0.00, 0.00, 0.00, 0.00, 0.00, 0.04, 0.00, 0.00, 0.00, 0.01, 0.00, 0.00, 0.00, -0.02, 0.00, 0.01, 0.00, 0.00, 0.00, 0.00, 0.00, 0.00, 0.00, 0.00, 0.00, 0.00, 0.00, 0.00, 0.00, 0.00, 0.00, 0.00, 0.00, 0.00, 0.01, 0.00, 0.00, 0.00, 0.00, 0.00, 0.00, 0.00, 0.00, 0.01, 0.00, 0.00, 0.00, 0.00, -0.01, 0.00, 0.83, 0.00, 0.00, 0.00, 0.00, 0.00, 0.00, 0.00, 0.00, 0.00, 0.00, 0.00, 0.00, 0.00, 0.00, 0.00, 0.00, 0.00, 0.02, 0.00, 0.00, 0.07, 0.00, 0.00, 0.00, 0.00, 0.00, 0.00, 0.00, 0.00, 0.00, 0.01], "spin_multiplicity": 2, "s_squared": 0.765, "relative_energy_kcal_mol": 52.8}

***

Calculated electronic energy (Eh), listed in the same order as above: -3037.5707; -6296.4316